{
  "formula": "C15H17N4O3PdS2",
  "method": "the ωB97M-V functional and the def2-TZVPD basis",
  "elements": ["Pd", "C", "C", "N", "N", "C", "N", "S", "C", "C", "C", "C", "C", "N", "H", "H", "H", "H", "H", "H", "H", "H", "H", "H", "C", "C", "C", "C", "C", "C", "C", "S", "O", "O", "O", "H", "H", "H", "H", "H", "H", "H"],
  "positions_angstrom": [[0.021, -0.232, 0.165], [3.622, 1.270, -1.711], [2.295, 1.085, -1.052], [1.722, -0.043, -0.838], [2.343, -1.233, -1.154], [1.626, -2.378, -1.094], [2.240, -3.502, -1.445], [0.010, -2.363, -0.594], [1.555, 2.277, -0.562], [2.094, 3.546, -0.661], [1.356, 4.623, -0.182], [0.117, 4.391, 0.371], [-0.355, 3.083, 0.439], [0.344, 2.054, -0.016], [4.062, 0.364, -2.118], [4.329, 1.702, -1.002], [3.512, 1.970, -2.540], [3.320, -1.218, -1.399], [3.181, -3.527, -1.802], [1.744, -4.374, -1.367], [3.068, 3.709, -1.097], [1.756, 5.626, -0.246], [-0.489, 5.199, 0.754], [-1.318, 2.858, 0.873], [-4.724, 4.815, 2.217], [-3.868, 3.582, 2.300], [-3.980, 2.565, 1.358], [-3.211, 1.411, 1.451], [-2.314, 1.277, 2.498], [-2.194, 2.275, 3.461], [-2.964, 3.418, 3.352], [-1.264, -0.137, 2.642], [-1.521, -0.891, 1.345], [-1.594, -0.849, 3.828], [0.117, 0.354, 2.556], [-5.210, 4.898, 1.247], [-4.135, 5.717, 2.388], [-5.503, 4.788, 2.980], [-4.686, 2.669, 0.543], [-3.313, 0.619, 0.722], [-1.499, 2.153, 4.282], [-2.873, 4.195, 4.102]],
  "charge": 1,
  "relative_energy_kj_mol": 0.00,
  "energy_ev": -53078.354
}